Entry 1:
2 unconnected molecules or ions with the total composition C3H4N2OSi in a non-equilibrium geometry, computed with wB97M-V/def2-TZVPD.

XYZ file:
```
11
Properties=species:S:1:pos:R:3:forces:R:3:lowdin_charge:R:1
C -1.7836 0.7078 -0.1304 -2.5354 2.8385 0.8244 -0.168
C -1.4806 -1.6951 0.0608 -0.8125 -0.9516 0.2245 -0.187
C -0.9818 -0.4378 -0.2876 3.9333 0.3675 1.1604 -0.091
N -2.5439 1.6035 -0.0966 2.1115 -2.2278 -0.0666 0.219
N -2.0369 -2.6741 0.2916 0.2647 0.0337 0.0276 0.226
O 0.8253 -0.5646 0.7048 -3.5335 0.2071 -0.8210 -0.383
Si 1.8542 0.6490 0.2794 0.5288 -0.6869 0.9451 0.482
H -0.3559 -0.3375 -1.1359 0.2183 -0.4891 -1.0898 0.107
H 1.2306 1.9697 0.2365 -0.0259 0.4379 0.6591 -0.073
H 2.2155 0.5059 -1.0789 0.5710 -0.2500 -1.4621 -0.101
H 3.0570 0.2732 1.1563 -0.7204 0.7207 -0.4016 -0.032
```
Forces are in eV/Å.

Calculated values
Relative energy (zero: lowest compared OMol25 entry of this formula, charge and spin)   216.6 kJ/mol
Charge   0
Gap between HOMO and LUMO (alpha / beta)   8.15 / 8.19 eV
Max |F|   0.080 Eh/bohr



Entry 2:
C3H4N2S in the gas phase, computed with wB97M-V/def2-TZVPD.

XYZ file:
```
10
Properties=species:S:1:pos:R:3:forces:R:3:lowdin_charge:R:1
C -1.7115 -0.3208 0.0804 0.1654 0.2966 0.1646 -0.350
C 0.6274 -0.1430 0.4574 0.6239 0.5804 -0.2640 -0.615
C 0.9006 0.3535 -0.9134 0.1362 -0.2034 0.1132 -0.412
N -0.6286 -0.7346 0.7474 -0.2188 -0.7892 0.5508 0.001
N -2.5930 0.1064 -0.5210 -0.3222 -0.1290 -0.2224 0.164
S 0.7446 1.6520 0.3145 -0.1412 0.9027 0.1767 0.817
H -0.7794 -0.9421 1.7294 -0.0736 0.0600 -0.2924 0.147
H 1.4430 -0.5205 1.0583 -0.1428 -0.4375 -0.1759 0.110
H 1.8974 0.2752 -1.3178 0.0583 -0.2974 -0.0376 0.068
H 0.0996 0.2740 -1.6351 -0.0851 0.0170 -0.0130 0.072
```
Forces are in eV/Å.

Calculated values
Relative energy (zero: lowest compared OMol25 entry of this formula, charge and spin)   153.4 kJ/mol
Charge   0
Gap between HOMO and LUMO   9.80 eV
SMILES   N#CN[C@H]1CS1
Max |F|   0.019 Eh/bohr



Entry 3:
C3H4N2S in the gas phase in a non-equilibrium geometry, computed with wB97M-V/def2-TZVPD.

XYZ file:
```
10
Properties=species:S:1:pos:R:3:forces:R:3:lowdin_charge:R:1
C 0.4202 -0.0111 0.4958 -0.8442 1.0358 -0.6388 -0.623
C -0.5022 -1.1124 0.0979 -0.2641 0.2979 -0.2437 -0.202
C -0.5065 1.1494 0.0598 0.0106 -2.0181 0.2313 -0.164
H 1.5926 -0.0850 -1.5385 0.2036 0.0359 0.1988 -0.115
H 0.5818 0.0463 1.5765 0.0287 -0.0888 -0.0477 0.108
H -0.2843 -2.1492 0.2319 0.0489 -0.5291 -0.1038 0.104
H -0.1421 2.1489 0.1781 -0.5358 0.6326 -0.1370 0.100
N -1.6023 -0.7138 -0.4296 0.5233 -0.3109 0.7520 0.031
N -1.6410 0.7187 -0.3888 1.5231 1.0957 0.0706 0.027
S 2.0837 0.0081 -0.2831 -0.6942 -0.1510 -0.0816 0.734
```
Forces are in eV/Å.

Calculated values
Relative energy (zero: lowest compared OMol25 entry of this formula, charge and spin)   205.9 kJ/mol
Charge   0
Gap between HOMO and LUMO   9.63 eV
SMILES   SC1C=NN=C1
Max |F|   0.040 Eh/bohr



Entry 4:
2 unconnected molecules or ions with the total composition C3H4N2S in a non-equilibrium geometry, computed with wB97M-V/def2-TZVPD.

XYZ file:
```
10
Properties=species:S:1:pos:R:3:forces:R:3:lowdin_charge:R:1
C -3.7178 1.2523 0.2772 0.7538 2.1847 0.8863 -0.457
C -0.1080 -0.3818 -1.0097 -1.3149 0.1886 -5.3386 -0.139
C -0.1044 -0.4157 0.2737 2.6941 -1.8033 3.2173 -0.171
N -3.6121 2.3818 0.5699 -0.3434 -1.1675 -0.1721 0.158
N -3.7474 0.0659 -0.2211 -0.2949 -1.4893 -0.9309 -0.465
S -3.0852 -1.3013 0.1032 -0.2265 0.3817 0.2430 0.815
H 0.4977 -0.9271 -1.8148 -0.5826 0.5253 1.8710 0.082
H -0.9434 0.2096 -1.5381 1.4535 -0.5527 0.8975 0.068
H -0.7096 0.2362 0.8311 -0.9239 0.6377 0.6858 0.012
H 0.6252 -1.0453 0.9207 -1.2152 1.0948 -1.3593 0.097
```
Forces are in eV/Å.

Calculated values
Relative energy (zero: lowest compared OMol25 entry of this formula, charge and spin)   429.4 kJ/mol
Charge   0
Gap between HOMO and LUMO (alpha / beta)   6.88 / 6.90 eV
SMILES   N#CN=S.C=C
Max |F|   0.107 Eh/bohr



Entry 5:
C3H4N2S in the gas phase in a non-equilibrium geometry, computed with wB97M-V/def2-TZVPD.

XYZ file:
```
10
Properties=species:S:1:pos:R:3:forces:R:3:lowdin_charge:R:1
C -1.1120 -0.9374 -0.3614 -2.9838 -0.3354 -0.5315 -0.724
C 0.2559 1.7882 -0.2187 -1.8446 1.0149 -0.1423 0.080
C 1.1162 -0.4332 0.3971 1.0182 -0.9019 -2.1787 -0.209
N 0.0854 -1.2257 -0.1056 2.0547 -0.6521 -1.2397 -0.061
N 1.0656 0.9993 -0.1315 1.4997 -1.0040 0.9135 0.101
S -2.1276 0.3743 0.1572 0.7868 0.2997 -0.0806 0.496
H -1.7311 -1.6920 -0.9839 1.2563 0.8663 1.0738 0.070
H -0.7177 2.2045 -0.1582 -0.9263 0.8034 -0.3070 0.000
H 1.0220 -0.4151 1.4506 0.5896 0.6337 1.2826 0.113
H 2.1431 -0.6628 -0.0456 -1.4505 -0.7245 1.2099 0.134
```
Forces are in eV/Å.

Calculated values
Relative energy (zero: lowest compared OMol25 entry of this formula, charge and spin)   404.2 kJ/mol
Charge   0
Gap between HOMO and LUMO (alpha / beta)   7.57 / 7.57 eV
Max |F|   0.059 Eh/bohr



Entry 6:
C3H4N2S in the gas phase in a non-equilibrium geometry, computed with wB97M-V/def2-TZVPD.

XYZ file:
```
10
Properties=species:S:1:pos:R:3:forces:R:3:lowdin_charge:R:1
C -2.4849 -0.3042 0.1035 0.3982 0.6807 1.5101 -0.187
C 1.3141 0.4764 -0.2470 -3.8884 0.6341 -1.6088 -0.507
C 2.4842 -0.2500 -0.1912 14.5545 -2.1325 3.5154 -0.295
H -3.3178 0.2912 0.6332 1.1584 -0.5825 -1.5881 0.086
H -2.7009 -1.4363 0.0980 0.7598 1.6157 -0.2426 0.080
H 1.3498 0.9063 0.6986 -0.5721 1.1942 1.8413 0.068
H 0.9971 1.2718 -0.9855 1.2605 -1.0539 0.3554 0.120
N -1.3437 0.3101 -0.0818 -1.6674 -2.3617 0.6964 -0.351
N 3.6967 -0.4742 0.2364 -10.9385 1.3743 -4.1863 0.133
S 0.0055 -0.7911 -0.2644 -1.0649 0.6316 -0.2928 0.852
```
Forces are in eV/Å.

Calculated values
Relative energy (zero: lowest compared OMol25 entry of this formula, charge and spin)   387.5 kJ/mol
Charge   0
Gap between HOMO and LUMO   9.47 eV
SMILES   C=NSCC#N
Max |F|   0.294 Eh/bohr



Entry 7:
C3H4N2S2 in the gas phase in a non-equilibrium geometry, computed with wB97M-V/def2-TZVPD.

XYZ file:
```
11
Properties=species:S:1:pos:R:3:forces:R:3:lowdin_charge:R:1
C 0.1345 -0.1524 1.4632 2.2824 -1.0844 0.7073 -0.418
C -1.2074 0.5022 -0.9417 -0.9112 -0.2153 -2.2877 -0.516
C 1.7228 -0.2644 0.7903 -1.9697 2.2204 -1.5012 -0.249
H -0.1626 0.9828 1.3659 0.2700 -2.6363 -0.0475 0.050
H 0.0329 -0.4474 2.5960 0.5302 0.3740 -2.2685 0.074
H -1.7540 1.0497 -1.8278 0.9340 -0.7194 1.9862 0.088
H 2.5346 -1.0367 1.0652 -1.4043 1.4778 -0.1307 0.118
N -1.7509 -0.6216 -0.5751 1.8943 3.2709 -0.9191 -0.416
N 1.9644 0.5420 -0.2450 -2.3093 -1.8601 2.4786 -0.285
S -0.8517 -1.5294 0.4942 0.8310 1.0231 1.9727 0.787
S 0.4739 1.4980 -0.8273 -0.1474 -1.8508 0.0099 0.766
```
Forces are in eV/Å.

Calculated values
Relative energy (zero: lowest compared OMol25 entry of this formula, charge and spin)   446.9 kJ/mol
Charge   0
Gap between HOMO and LUMO   8.48 eV
SMILES   C1=NSC=NSC1
Max |F|   0.076 Eh/bohr



Entry 8:
C3H4N2S2 in the gas phase in a non-equilibrium geometry, computed with wB97M-V/def2-TZVPD.

XYZ file:
```
11
Properties=species:S:1:pos:R:3:forces:R:3:lowdin_charge:R:1
C -0.3226 0.3150 -0.1335 -1.2200 -3.8615 1.8878 -0.560
C -1.6776 -0.1749 -0.1738 -0.7631 -0.5371 -0.0668 -0.108
C -2.8476 -0.4351 -0.2770 -2.3152 0.0706 -1.3564 0.106
H 3.1377 -0.8258 0.0356 0.3947 1.2705 1.1493 -0.185
H 0.3800 -1.5336 1.0051 -0.6721 2.8408 -1.8430 0.123
H 1.6368 1.4585 0.7967 0.7417 -0.3700 0.6180 -0.167
H -3.9458 -0.5079 -0.6460 2.6969 -0.0592 1.2552 0.085
N 0.6250 -0.7362 0.2958 -0.3326 -0.3852 2.1666 -0.460
N -0.2941 1.5509 -0.2682 2.1440 1.5390 -1.0933 -0.276
S 2.0105 -1.3252 -0.4119 -0.3021 -1.3581 -2.5557 0.713
S 1.2978 2.2144 -0.2228 -0.3723 0.8502 -0.1616 0.729
```
Forces are in eV/Å.

Calculated values
Relative energy (zero: lowest compared OMol25 entry of this formula, charge and spin)   483.9 kJ/mol
Charge   0
Gap between HOMO and LUMO   9.18 eV
SMILES   C#C/C(=N/S)NS
Max |F|   0.087 Eh/bohr



Entry 9:
A gas-phase ion, C3H4N3 (charge +1) in a non-equilibrium geometry, computed with wB97M-V/def2-TZVPD.

XYZ file:
```
10
Properties=species:S:1:pos:R:3:forces:R:3:lowdin_charge:R:1
C 1.4256 0.0065 -0.2759 0.0551 -0.6505 0.0057 0.004
C -0.7647 -0.8045 -0.1203 -0.7476 -0.9466 -0.2962 0.122
C -1.2833 0.4861 0.2729 -0.9404 0.5751 -0.4342 -0.124
N 0.9614 0.9970 0.3404 0.6406 0.4980 -0.3998 0.085
N 0.4422 -1.1089 -0.2682 0.9191 0.0932 0.2437 0.124
N -0.1291 1.1475 0.8506 -0.2700 0.5720 1.3882 0.137
H 2.3625 -0.0950 -0.7828 0.1215 0.1220 -0.3825 0.145
H -1.7584 0.9594 -0.6035 0.1969 -0.1056 0.0355 0.164
H -2.0504 0.4533 1.0569 0.2081 -0.0866 -0.1438 0.156
H 0.7942 -2.0414 -0.4699 -0.1833 -0.0710 -0.0168 0.185
```
Forces are in eV/Å.

Calculated values
Relative energy (zero: lowest compared OMol25 entry of this formula, charge and spin)   250.7 kJ/mol
Charge   +1
Gap between HOMO and LUMO (alpha / beta)   7.58 / 7.88 eV
Max |F|   0.030 Eh/bohr



Entry 10:
2 unconnected molecules or ions with the total composition C3H4N3 in a non-equilibrium geometry, computed with wB97M-V/def2-TZVPD.

XYZ file:
```
10
Properties=species:S:1:pos:R:3:forces:R:3:lowdin_charge:R:1
C 4.4641 0.5712 -0.2759 3.2513 4.1338 -0.7145 -0.010
C 3.6755 -0.2507 0.0125 -4.3129 -5.1503 1.0554 0.044
C -1.7550 -0.5044 0.0192 -0.5173 3.0815 0.0399 -0.008
N 1.4293 -2.0323 0.1931 0.9637 -0.6166 0.6686 0.381
N -0.5574 -1.0715 -0.3893 -1.5471 0.7467 -1.6338 0.156
N 0.4089 -1.5791 0.0750 1.5624 -0.5271 0.7690 -0.025
H 4.7219 1.5459 0.0171 0.8867 0.9651 -0.3362 0.029
H -1.8821 -0.1046 1.0928 1.1635 0.2977 -1.4745 0.157
H -2.4778 -1.2457 0.2120 -1.3140 -1.7177 -0.7590 0.106
H -2.0089 0.1773 -0.9107 -0.1363 -1.2131 2.3850 0.171
```
Forces are in eV/Å.

Calculated values
Relative energy (zero: lowest compared OMol25 entry of this formula, charge and spin)   844.1 kJ/mol
Charge   +1
Gap between HOMO and LUMO (alpha / beta)   5.70 / 7.93 eV
Max |F|   0.132 Eh/bohr



Entry 11:
A gas-phase ion, C3H4N3O (charge +1) in a non-equilibrium geometry, computed with wB97M-V/def2-TZVPD.

XYZ file:
```
11
Properties=species:S:1:pos:R:3:forces:R:3:lowdin_charge:R:1
C 0.2608 -1.2032 -0.0383 -0.9627 1.2407 -0.5761 0.001
C -1.1514 -1.1062 -0.0064 2.0687 -4.0157 -0.4787 -0.093
C 1.0947 -0.0814 -0.0779 0.1784 -1.6547 0.4720 -0.055
N 0.9386 1.1723 0.1729 0.1242 1.1603 0.7377 0.027
N 0.8094 2.3125 -0.1456 1.3391 1.3449 -0.1188 0.245
N -2.0500 -0.2224 0.0845 -1.3996 0.5486 0.6309 0.017
O -2.5224 0.7865 -0.2854 0.3217 0.6077 -0.1963 0.202
H 0.6102 -2.2518 -0.1955 0.2325 1.4041 0.5164 0.145
H -1.4412 -2.1906 0.0440 -1.1089 1.2657 0.1669 0.164
H 2.1431 -0.2897 -0.0432 0.8962 -0.1038 -0.7385 0.154
H 1.3081 3.0739 0.4910 -1.6896 -1.7978 -0.4155 0.192
```
Forces are in eV/Å.

Calculated values
Relative energy (zero: lowest compared OMol25 entry of this formula, charge and spin)   497.7 kJ/mol
Charge   +1
Gap between HOMO and LUMO (alpha / beta)   6.66 / 7.54 eV
SMILES   N=[N+]=C/C=C\N=O
Max |F|   0.088 Eh/bohr



Entry 12:
C3H4N4 in the gas phase in a non-equilibrium geometry, computed with wB97M-V/def2-TZVPD.

XYZ file:
```
11
Properties=species:S:1:pos:R:3:forces:R:3:lowdin_charge:R:1
N 1.9840 -0.2226 -0.5367 -0.5268 -0.4348 -0.2345 0.088
C 0.6338 -0.2066 -0.2375 -1.6288 0.0351 -1.4558 -0.247
C 0.1305 0.7788 0.5920 -0.7906 -0.4635 -0.2827 -0.128
N -1.1679 0.7068 0.9477 -0.3722 0.2823 0.0628 0.043
C -2.0098 -0.1053 0.3820 0.7612 -1.1390 -0.6721 -0.204
N -1.6777 -0.9568 -0.7141 1.0720 1.1226 1.6392 -0.018
N -0.4394 -1.0612 -1.0412 2.0962 1.9131 2.0159 0.057
H 2.5909 0.5791 -0.3584 -0.7815 -0.4858 0.1000 0.104
H 2.4490 -1.0166 -0.9396 -0.3362 -0.0721 -0.1415 0.089
H 0.6764 1.6475 1.0096 -0.0051 -0.8587 -0.2766 0.115
H -3.0076 -0.2156 0.8394 0.5118 0.1008 -0.7548 0.102
```
Forces are in eV/Å.

Calculated values
Relative energy (zero: lowest compared OMol25 entry of this formula, charge and spin)   287.1 kJ/mol
Charge   0
Gap between HOMO and LUMO (alpha / beta)   9.05 / 9.05 eV
SMILES   Nc1cncnn1
Max |F|   0.068 Eh/bohr